1.
A molecular structure, C3H3O3Sc at a distorted geometry. Source: OMol25; level of theory: the ωB97M-V functional and the def2-TZVPD basis.

Properties
<S²> = 1.6113
multiplicity = 2
lowest unoccupied orbital energy (spin up / spin down) = -17.43 / -17.80 eV
gap between HOMO and LUMO (spin up / spin down) = 6.07 / 7.74 eV
net charge = +3
relative energy (zero: lowest compared OMol25 entry of this formula, charge and spin) = 0.0 kJ/mol

Structure (XYZ):
```
10
Properties=species:S:1:pos:R:3:mulliken_charge:R:1
C 0.634 -0.174 -0.143 0.611
C 1.890 0.266 0.141 -0.418
O 0.357 -1.371 -0.572 -0.111
H 2.037 1.288 0.488 0.327
H 2.730 -0.433 0.134 0.363
H -0.458 -1.713 -0.162 0.276
O -2.097 0.350 -0.189 -0.503
C -1.135 1.045 0.110 0.798
O -0.894 2.163 0.381 -0.041
Sc -3.063 -1.421 -0.190 1.698
```



2.
A molecular structure, C3H3O3Sr at a distorted geometry. Source: OMol25; level of theory: the ωB97M-V functional and the def2-TZVPD basis.

Properties
lowest unoccupied orbital energy = -12.77 eV
gap between HOMO and LUMO = 9.53 eV
net charge = +3
relative energy (zero: lowest compared OMol25 entry of this formula, charge and spin) = 0.0 kJ/mol

Structure (XYZ):
```
10
Properties=species:S:1:pos:R:3:mulliken_charge:R:1
C -3.069 0.207 0.085 0.646
C -3.250 -1.082 0.059 -0.586
O -3.336 1.395 0.132 -0.201
H -3.428 -1.566 -0.907 0.347
H -3.341 -1.624 1.006 0.350
H -2.585 2.019 0.009 0.422
O -0.323 -1.649 -0.094 -0.138
C 0.202 -0.614 -0.102 0.449
Sr 3.024 1.575 -0.318 2.148
O 1.066 0.182 -0.126 -0.437
```